No. 1
C4H12N2O2 | wB97M-V/def2-TZVPD

The geometry in XYZ format:
```
20
Properties=species:S:1:pos:R:3:forces:R:3
C -1.40819 -1.92956 -1.33005 -0.046 -0.014 0.213
C -1.58006 -0.53148 -0.83310 -0.207 0.130 1.699
C -1.28600 -0.12521 0.42441 -0.692 -0.348 -1.785
N -0.69798 -0.88293 1.44490 0.236 -0.376 0.427
O -1.63073 1.14095 0.79429 0.148 0.345 0.150
H -2.21542 -2.57428 -0.96800 -0.067 -0.055 -0.121
H -1.44357 -1.93784 -2.41820 0.176 -0.177 0.001
H -0.48018 -2.37814 -0.97231 0.118 0.036 -0.194
H -2.15720 0.14864 -1.43821 0.020 0.226 -0.139
H -1.00949 -1.84443 1.47192 -0.053 0.075 -0.139
H 0.31266 -0.86446 1.39505 0.021 0.095 -0.073
H -1.06738 1.38023 1.54285 -0.138 -0.074 -0.091
C 2.40291 1.17005 1.00356 0.690 0.247 -1.108
O 1.15712 1.02128 0.38283 -1.761 0.018 -2.267
N 0.99160 1.11639 -1.28229 1.811 -0.019 3.143
H 3.15733 0.49268 0.58364 -0.002 0.003 0.098
H 2.26200 0.92745 2.06335 -0.183 -0.003 -0.230
H 2.77987 2.19840 0.92928 0.032 -0.024 0.058
H 1.75716 1.77402 -1.44245 0.042 0.042 -0.228
H 0.15555 1.69825 -1.35147 -0.144 -0.127 0.588
```
Forces are in eV/Å.

Summary:
**Maximum force**: 0.071 Eh/bohr
**Charge**: 0
**Relative energy (zero: lowest compared OMol25 entry of this formula, charge and spin)**: 113.9 kcal/mol
**Multiplicity**: 1
**SMILES**: C/C=C(\N)O.CON
**Lowest unoccupied orbital energy**: 0.771 eV

No. 2
C2H12N2O4 | wB97M-V/def2-TZVPD

The geometry in XYZ format:
```
20
Properties=species:S:1:pos:R:3:forces:R:3
C -2.31099 -0.59694 0.82181 -0.107 -0.019 0.503
N -0.97955 -1.07502 0.52098 0.113 -0.044 -0.330
C -0.21050 -0.49653 -0.44055 -0.329 0.387 0.034
N 1.08694 -0.87193 -0.48828 -0.612 -0.519 -0.128
O -0.68892 0.38809 -1.17645 -0.062 -0.538 0.401
H -2.57156 -0.97994 1.80904 -0.044 -0.012 -0.041
H -2.29485 0.48801 0.89974 -0.089 0.018 -0.174
H -3.09328 -0.90506 0.12771 0.195 0.007 -0.206
H -0.66122 -1.92866 0.93674 0.078 -0.086 0.190
H 1.45278 -1.41020 0.27642 0.304 0.132 0.074
H 1.70214 -0.30416 -1.03348 0.270 0.140 -0.257
O 1.06353 1.25142 -2.94430 -0.026 -0.309 0.342
H 0.85925 0.64871 -3.66416 0.157 0.111 -0.257
H 0.42916 0.93753 -2.25245 -0.032 0.313 -0.388
O 0.68704 2.42272 0.03933 -0.385 -0.439 -0.453
H -0.08535 1.84322 -0.12077 0.261 0.494 0.292
H 1.02798 2.42812 -0.86867 0.298 0.364 0.248
O 1.55903 -0.96261 2.33209 -0.027 0.059 0.290
H 2.08230 -0.63553 3.07149 0.093 -0.148 -0.034
H 0.94606 -0.24123 2.15374 -0.055 0.088 -0.107
```
Forces are in eV/Å.

Summary:
**Maximum force**: 0.016 Eh/bohr
**Charge**: 0
**Relative energy (zero: lowest compared OMol25 entry of this formula, charge and spin)**: 8.2 kcal/mol
**Multiplicity**: 1
**SMILES**: CNC(N)=O.O.O.O
**Lowest unoccupied orbital energy**: 0.445 eV

No. 3
C32H55AsGeN6O4S2V | wB97M-V/def2-TZVPD

The geometry in XYZ format:
```
102
Properties=species:S:1:pos:R:3:forces:R:3
V 0.02986 -0.60992 0.27432 1.206 -0.002 -1.001
C -6.73871 0.73340 -0.55734 -0.033 0.006 -0.016
C -5.40096 0.77761 0.13398 -0.030 0.083 0.055
C -4.40128 -0.02846 -0.26262 0.002 -0.001 -0.051
C -3.00581 -0.08192 0.33350 0.047 0.043 0.041
C -2.89838 1.00496 1.40884 -0.319 0.140 -0.120
C -3.97767 1.80290 1.79053 0.115 -0.038 0.017
C -5.22577 1.72340 1.21452 -0.054 -0.065 -0.083
S -1.38133 1.37174 2.06537 0.193 -0.304 0.048
O -1.53729 1.98590 3.38938 -0.009 -0.037 0.065
O -0.54823 2.18415 1.17214 -0.023 0.096 -0.108
N -0.54431 -0.03721 2.14217 -0.483 0.121 0.823
C -1.23924 -1.11629 2.86567 0.124 0.300 0.082
C -1.32990 -2.42465 2.07656 0.027 -0.012 -0.082
O -1.84176 -3.40732 2.60433 0.011 -0.018 0.012
O -0.84445 -2.37872 0.88289 -0.102 -0.146 0.194
H -6.72070 0.05789 -1.41563 0.002 -0.007 0.013
H -7.02940 1.72930 -0.91117 0.023 -0.004 -0.007
H -7.52650 0.39896 0.12731 0.012 0.006 0.010
H -4.57885 -0.70881 -1.09647 0.027 -0.005 -0.002
H -2.92041 -1.06076 0.82754 0.020 -0.045 -0.021
H -3.79964 2.52875 2.57853 0.016 -0.011 -0.002
H -6.03830 2.37142 1.52252 0.001 -0.009 0.009
H -2.25580 -0.82312 3.14818 -0.031 -0.040 -0.038
H -0.72191 -1.36618 3.80034 0.024 0.033 0.093
C -1.62324 -4.04301 -3.83492 0.024 -0.024 -0.015
C -2.07320 -3.36557 -2.55596 -0.005 -0.029 0.041
N -0.92351 -3.13013 -1.71260 0.021 0.036 -0.018
C 0.24977 -2.64778 -2.18988 -0.055 0.025 0.034
N 1.02661 -1.94508 -1.41817 -0.183 -0.171 -0.013
C 2.42252 -1.77587 -1.78924 -0.007 0.074 -0.011
C 2.85558 -2.52732 -3.03897 0.011 -0.018 -0.046
C 1.75042 -2.39301 -4.06333 -0.017 0.016 0.006
N 0.56647 -3.01201 -3.50497 0.010 0.021 -0.006
C -0.52365 -3.19956 -4.45003 -0.011 0.031 0.007
H -2.45449 -4.14679 -4.53601 -0.001 0.022 0.001
H -1.23238 -5.03805 -3.60671 -0.011 -0.005 -0.007
H -2.77422 -3.98881 -2.00014 0.004 -0.009 0.005
H -2.59458 -2.42770 -2.79334 -0.007 -0.009 -0.020
H -1.08616 -2.91208 -0.71897 0.040 -0.021 -0.001
H 3.04256 -2.08104 -0.94224 -0.001 0.001 0.020
H 2.61699 -0.71265 -1.94247 -0.005 0.046 -0.016
H 3.00679 -3.58900 -2.82590 -0.010 0.003 0.010
H 3.79725 -2.12018 -3.41637 0.000 0.008 0.015
H 1.99071 -2.91232 -4.99531 -0.003 -0.008 -0.001
H 1.57559 -1.33260 -4.30473 0.014 -0.015 0.001
H -0.10599 -3.67946 -5.33970 0.002 -0.030 0.003
H -0.93467 -2.22770 -4.76382 0.016 -0.043 -0.011
C 0.99188 1.42323 5.22426 0.019 0.027 0.041
C 1.70887 0.14686 4.95847 -0.022 0.088 0.106
C 2.29789 -0.61549 5.93237 0.020 0.010 -0.135
C 2.90776 -1.81743 5.52424 0.035 0.050 0.439
N 2.97601 -2.21589 4.28500 -0.075 0.133 -0.488
C 2.40433 -1.43836 3.30715 0.226 -0.092 0.323
S 2.45867 -1.86904 1.70431 -0.190 -0.068 -0.172
N 1.78473 -0.26859 3.68285 -0.572 0.160 -0.489
C 3.48873 -2.73760 6.56374 -0.025 -0.015 -0.046
H 0.98222 1.63254 6.29289 -0.021 -0.006 -0.005
H -0.02699 1.39734 4.83072 -0.099 -0.025 -0.068
H 1.48306 2.24186 4.69705 0.028 -0.006 0.087
H 2.26559 -0.31228 6.96816 0.000 -0.004 0.008
H 1.11002 0.16044 2.95810 0.178 -0.493 0.394
H 3.89885 -2.18027 7.40643 0.014 0.005 0.004
H 4.25615 -3.36410 6.11463 0.002 0.003 0.003
H 2.69711 -3.38816 6.94301 0.010 -0.005 0.006
C 2.16838 2.84258 2.25963 0.061 0.020 -0.011
C 2.12150 3.02238 0.74924 0.122 0.034 0.008
As 1.99356 1.30804 -0.20854 -0.211 -0.131 -0.057
C 1.98311 2.02382 -2.06363 -0.065 0.030 -0.061
C 2.53152 3.41627 -2.35367 -0.004 0.052 -0.026
C 3.90638 0.82696 0.01648 0.032 -0.024 0.014
C 4.94085 1.56614 -0.81951 0.046 0.042 -0.030
H 2.29770 3.80539 2.76482 -0.007 0.011 -0.002
H 2.99577 2.19755 2.57261 0.007 -0.006 -0.011
H 1.23117 2.40889 2.60418 0.012 0.067 -0.098
H 3.01908 3.53401 0.38747 -0.017 0.030 0.017
H 1.24832 3.61051 0.47119 -0.010 -0.022 0.036
H 0.92505 2.00532 -2.32350 0.072 -0.047 -0.010
H 2.45163 1.27006 -2.70210 0.079 0.008 -0.001
H 2.02879 4.16685 -1.74192 -0.001 -0.006 -0.012
H 2.35014 3.68361 -3.40010 0.006 -0.002 0.003
H 3.60401 3.50453 -2.17352 -0.037 -0.021 0.009
H 3.98717 -0.24622 -0.13695 0.015 -0.028 -0.027
H 4.10241 0.97262 1.08170 -0.004 0.004 0.008
H 4.77676 1.41656 -1.88995 -0.015 -0.002 0.021
H 5.95224 1.21254 -0.59274 -0.007 -0.005 0.001
H 4.92558 2.64273 -0.63502 -0.005 -0.024 0.018
C -3.67416 1.70539 -2.95375 -0.017 0.046 -0.044
Ge -1.93829 1.30173 -2.07330 -0.017 -0.038 -0.011
C -1.25812 3.12498 -1.74789 -0.043 0.074 0.051
C -0.89936 0.54498 -3.60191 0.042 -0.019 -0.018
C -1.87242 -0.08588 -0.73492 -0.165 0.181 0.119
H -3.49276 2.35108 -3.82164 -0.038 -0.013 0.006
H -4.34334 2.21465 -2.25891 -0.002 -0.004 0.004
H -4.16987 0.79091 -3.28833 0.016 0.009 0.000
H -0.96371 3.56383 -2.70768 0.011 0.051 0.036
H -0.43114 3.16065 -1.04272 -0.038 -0.024 -0.009
H -2.07103 3.71896 -1.32394 0.014 -0.003 0.005
H -0.50720 1.31528 -4.27315 -0.006 -0.010 -0.008
H -1.56993 -0.10118 -4.17919 0.025 0.015 0.000
H -0.06736 -0.06020 -3.23019 -0.023 0.045 0.001
H -2.06568 -0.95072 -1.39365 0.047 -0.039 0.161
```
Forces are in eV/Å.

Summary:
**Maximum force**: 0.030 Eh/bohr
**Charge**: -2
**Relative energy (zero: lowest compared OMol25 entry of this formula, charge and spin)**: 0.0 kcal/mol
**Multiplicity**: 2
**Lowest unoccupied orbital energy (spin up / spin down)**: 4.198 / 4.198 eV

No. 4
C6H4N2O | wB97M-V/def2-TZVPD

The geometry in XYZ format:
```
13
Properties=species:S:1:pos:R:3:forces:R:3
O -1.13223 -2.06066 1.92895 1.665 3.444 -3.598
C -0.65350 -1.30650 1.02850 -1.158 -0.636 3.601
C 0.08651 -1.75569 -0.15127 1.467 -4.085 -1.853
C 0.69367 -0.86467 -0.94143 -1.480 1.774 0.960
C 0.46804 0.55850 -0.25117 1.355 -1.252 1.209
C -0.03752 1.89068 -0.58495 0.486 4.127 -2.006
N -0.92797 2.37950 0.22780 1.614 -0.739 -1.238
N -1.23849 1.36745 1.07018 -1.743 -2.944 2.565
C -0.53088 0.30827 0.86491 -0.059 -1.168 -0.721
H 0.29415 -2.92756 -0.41790 -1.029 2.987 1.049
H 1.19443 -1.13327 -1.88388 -0.063 0.581 0.707
H 1.44503 0.78886 0.33411 -1.119 -0.171 -0.932
H 0.33877 2.75509 -1.22383 0.065 -1.920 0.257
```
Forces are in eV/Å.

Summary:
**Maximum force**: 0.102 Eh/bohr
**Charge**: 0
**Relative energy (zero: lowest compared OMol25 entry of this formula, charge and spin)**: 81.3 kcal/mol
**Multiplicity**: 1
**SMILES**: O=C1C=C[C@H]2C=NN=C12
**Lowest unoccupied orbital energy**: -1.204 eV